No. 1
{
  "formula": "C28H34N3",
  "method": "ωB97M-V with the def2-TZVPD basis set",
  "e_homo_ev": -10.75,
  "lumo_ev": -4.13,
  "fmax_ev_per_a": 4.7,
  "de_lowest_ev": 8.266,
  "total_charge": 1,
  "homo_lumo_gap_ev": 6.6149,
  "elements": ["C", "H", "H", "C", "H", "H", "H", "H", "C", "H", "H", "C", "H", "C", "N", "H", "H", "C", "H", "N", "C", "H", "H", "C", "C", "H", "C", "H", "H", "H", "H", "H", "H", "C", "C", "C", "H", "H", "C", "C", "H", "H", "C", "C", "H", "C", "H", "C", "C", "C", "H", "C", "C", "H", "H", "H", "N", "C", "C", "C", "H", "C", "H", "H", "C"],
  "coordinates": [[-1.9088, 2.5414, -5.4028], [-0.8780, 4.9365, -1.2770], [3.6703, -5.6696, 1.6264], [2.4985, -0.3365, -1.0508], [2.9349, -0.0101, -2.0624], [1.7476, 8.5296, -3.2912], [-0.2414, 4.9632, -3.6911], [-1.9857, -4.3423, 0.9915], [-4.2260, -4.1617, 0.2280], [4.4209, -1.3918, -0.1293], [-1.7912, -0.6493, 3.3823], [0.3308, -1.5137, 2.9563], [0.4174, 0.5808, -1.5226], [4.6379, -1.1648, 2.8794], [0.7791, 6.7440, -3.5980], [4.1820, -0.1177, 2.9714], [4.8737, -3.9888, 2.6576], [0.8726, 7.8281, -1.4506], [2.8130, -2.4797, 3.3468], [0.3917, -0.3477, 0.5268], [-3.2856, -3.0962, 2.5173], [0.6675, 0.7374, -4.1780], [-3.3304, 3.5447, -4.1286], [-0.2926, 5.7513, -1.6851], [-5.8689, -2.7315, 1.9191], [2.1814, -4.5042, 1.5860], [-1.8152, 2.4935, -3.0258], [3.3076, -4.6161, 0.1130], [-2.1939, 2.7695, -2.0470], [-1.5489, -1.5257, 1.7157], [-6.9215, -2.3142, 2.1059], [-2.2076, -2.7960, 4.5463], [-0.3282, 1.4283, -6.3586], [0.1256, 6.8050, -0.8850], [-0.7727, 1.7451, -5.4236], [3.2686, -4.6586, 1.2544], [-6.4523, -3.7205, -0.1736], [-0.1285, 6.8288, 0.1693], [0.0591, 5.7662, -3.0254], [-1.9625, -2.8748, 3.4345], [-4.0109, -4.7386, -0.7298], [-1.2830, -3.7833, 3.2033], [1.0761, -1.0873, 1.5848], [1.0294, 0.0107, -0.7322], [-2.3725, 2.8601, -6.3298], [3.4807, -2.2404, 2.4544], [-0.5943, -0.0340, 0.6143], [1.1694, 7.7523, -2.8021], [-5.6185, -3.5456, 0.5991], [-1.2729, -1.5149, 2.8403], [5.3843, -1.0986, 1.9964], [-4.6654, -2.4930, 2.9086], [-2.4444, 2.9246, -4.1814], [4.9840, -3.2115, 0.9828], [1.2158, 8.6653, -0.8559], [0.7229, -2.5142, 3.3547], [-0.7158, 1.7210, -3.0170], [4.2519, -3.4995, 1.8290], [-3.0425, -3.9293, 1.2014], [2.5783, -1.4665, 1.3595], [0.6120, -0.6780, 3.7087], [3.3261, -1.0904, 0.0199], [5.1965, -1.4816, 3.8236], [-4.8283, -1.8720, 3.8595], [-0.2191, 1.3630, -4.2135]],
  "nbo_charge": [-0.1501, 0.2094, 0.2344, -0.2430, 0.2687, 0.1995, 0.1899, 0.2228, -0.2091, 0.2607, 0.2361, -0.4672, 0.3007, -0.6114, -0.4108, 0.2210, 0.2334, -0.2585, 0.2312, -0.4978, -0.0182, 0.1866, 0.2354, -0.2703, -0.2020, 0.2043, 0.0340, 0.2167, 0.1941, 0.2076, 0.2409, 0.2375, 0.2322, -0.1673, -0.2390, -0.6303, 0.2354, 0.2165, 0.0284, -0.4295, 0.2360, 0.2154, 0.2779, 0.0578, 0.2316, -0.2540, 0.4558, 0.0371, -0.2280, -0.4163, 0.2084, -0.2457, -0.2521, 0.2076, 0.2257, 0.2541, -0.4767, -0.4082, -0.2574, 0.0051, 0.2565, -0.1121, 0.2415, 0.2377, 0.0291]
}

No. 2
{
  "formula": "C28H34N3NaO5S4Sb2",
  "method": "ωB97M-V with the def2-TZVPD basis set",
  "e_homo_ev": -1.05,
  "lumo_ev": 3.37,
  "fmax_ev_per_a": 0.1,
  "de_lowest_ev": 0.000,
  "total_charge": -2,
  "homo_lumo_gap_ev": 4.4274,
  "elements": ["H", "C", "C", "C", "C", "H", "N", "Sb", "C", "C", "H", "H", "C", "O", "H", "C", "S", "H", "H", "H", "H", "N", "H", "C", "C", "H", "H", "C", "O", "H", "H", "H", "H", "C", "O", "C", "H", "N", "C", "Sb", "H", "O", "H", "C", "C", "O", "H", "S", "H", "C", "H", "H", "H", "H", "C", "C", "H", "S", "H", "C", "H", "C", "C", "H", "S", "H", "H", "C", "C", "H", "C", "Na", "H", "C", "C", "C", "H"],
  "coordinates": [[-2.5210, -2.0670, -0.3130], [-1.1358, 0.8102, -4.2053], [1.2823, -2.7539, 3.8201], [-2.3023, -3.0590, 4.4318], [0.0596, 4.1615, -1.3515], [1.1654, -0.0910, -3.0836], [-1.7803, 0.4898, 1.7153], [-0.0054, -1.3718, -1.0276], [-1.5004, -1.5441, -4.5827], [-2.3082, -0.4413, 2.1556], [-3.4487, 2.3269, -2.4210], [-3.4690, 0.0802, 5.0388], [-4.0998, -1.2710, 3.4757], [7.7447, 3.8967, -2.8462], [-2.5721, 2.0906, -5.1317], [-2.6252, -1.2787, -5.3473], [1.3822, -4.4287, 4.3984], [7.6158, 3.7264, -0.4742], [-0.2682, -3.8590, -2.1521], [-2.6033, -0.6013, -1.3017], [1.3991, -3.6363, -1.5581], [6.6017, 3.4700, -2.9038], [4.1276, 2.3243, 1.6303], [3.9856, 2.3640, -0.4854], [-2.7955, 3.0921, -1.9983], [-1.1032, -2.5177, 2.7106], [-3.8993, 0.2688, -6.1319], [0.3438, -3.4803, -1.3308], [2.0083, 1.7463, 0.6360], [-4.7162, -2.1718, 3.4274], [4.1108, 2.4925, -2.6157], [6.4717, 3.1865, 1.6754], [-3.1888, -2.0942, -5.7852], [5.9205, 3.1448, -1.6414], [2.0588, 1.5764, -1.6076], [0.4240, -0.8845, -3.1407], [-1.4425, -3.6599, 4.7307], [-2.9456, -1.5134, 2.6090], [-0.7461, -0.5293, -3.9894], [-0.8570, 2.2210, -1.4981], [-2.6745, 3.8985, -2.7257], [1.1795, -5.0036, 6.9734], [-2.4833, -3.5442, 2.3105], [6.6057, 3.3461, -0.4529], [-3.6620, -0.9879, 4.9162], [5.9981, 3.3012, -3.9448], [0.9046, -1.7901, -3.5161], [1.0021, -2.4196, 6.4394], [-3.2670, 3.4906, -1.0983], [-2.1417, -1.5854, -1.2161], [1.1412, 4.0501, -1.3796], [-2.3381, -1.9992, 6.3185], [-0.2723, 4.7916, -2.1784], [-1.1903, -2.5724, -4.4249], [-3.0210, 0.0373, -5.5408], [2.5471, 1.8363, -0.4883], [-2.3989, -2.1856, -2.0886], [0.9471, -0.0786, 4.6361], [0.6959, 1.8161, -3.6339], [-2.3846, -1.7772, 5.2518], [-3.1963, -3.6731, 4.5991], [1.0979, -1.8107, 4.7744], [5.9585, 3.0448, 0.7330], [-0.6379, 2.8889, -4.1142], [1.4386, -2.5755, 2.0902], [0.1194, -4.0111, -0.4064], [-1.5120, -1.1565, 5.0285], [4.6553, 2.5621, 0.7158], [-0.3835, 1.9546, -3.6096], [-4.4858, -1.2485, 5.5889], [1.1877, -4.1343, 6.1196], [0.9145, 0.1599, 1.8531], [-4.6860, -0.4541, 3.0546], [-2.1507, -2.7189, 2.9459], [-2.2738, 1.0592, -4.9747], [4.6273, 2.6534, -1.6810], [-0.2289, 4.6207, -0.4059]],
  "mulliken_charge": [0.4124, 0.8006, -0.2601, -0.7084, -1.2402, 0.1850, -0.4824, 0.1561, -0.4134, 0.4974, 0.3825, 0.3314, -0.9331, -0.6576, 0.3116, -0.5922, -0.2604, 0.4592, 0.4548, 0.2138, 0.4043, 1.0525, 0.5527, 0.1589, -1.4918, -0.3011, 0.3630, -1.4668, -0.9609, 0.3773, 0.6655, 0.3883, 0.3797, 0.0621, -0.2760, -1.4336, 0.1704, 0.0564, 0.7734, 0.7637, 0.3705, -0.6877, 0.1804, -0.4721, -0.8280, -0.6197, 0.6630, -0.2168, 0.3696, -1.3052, 0.1912, 0.4446, 0.3974, 0.3199, -0.6388, 0.2151, 0.5369, -0.4957, 0.4996, -0.0756, 0.4318, 0.1885, -0.4983, 0.7065, -0.4587, 0.3453, -0.1444, -0.5789, -1.4324, 0.3872, 0.6092, 0.6159, 0.4608, 0.2330, -0.6617, -0.3327, 0.3857]
}

No. 3
{
  "formula": "C28H34N4O8TbTe",
  "method": "ωB97M-V with the def2-TZVPD basis set",
  "e_homo_ev": [-2.11, -6.12],
  "lumo_ev": [2.09, -1.29],
  "fmax_ev_per_a": 3.3,
  "total_charge": -1,
  "homo_lumo_gap_ev": [4.1917, 4.8260],
  "spin_multiplicity": 7,
  "elements": ["C", "H", "H", "H", "H", "H", "C", "C", "O", "O", "H", "H", "C", "C", "N", "H", "H", "H", "H", "H", "C", "C", "H", "H", "C", "N", "O", "H", "H", "C", "C", "C", "H", "H", "H", "C", "H", "C", "H", "O", "C", "H", "C", "C", "H", "H", "O", "H", "C", "H", "O", "C", "C", "C", "O", "H", "H", "H", "O", "Te", "N", "H", "C", "H", "H", "C", "C", "C", "C", "C", "H", "C", "Tb", "H", "N", "C"],
  "coordinates": [[-9.5864, 9.1494, -1.6568], [-11.6908, 20.2326, -0.2389], [-12.2771, 11.3298, 2.4652], [-9.2290, 13.8971, -0.2450], [-13.3736, 17.8963, -3.5225], [-7.7371, 13.6192, 0.6788], [-6.6553, 10.6146, 0.5828], [-12.5498, 15.3314, -5.1119], [-13.9297, 10.3812, -0.3095], [-5.6959, 11.0246, 1.3228], [-8.7387, 9.5181, -0.9717], [-10.5044, 8.1098, 1.7699], [-12.7480, 8.3937, 0.0775], [-8.6353, 13.0682, 0.2628], [-10.4508, 11.5891, 1.4663], [-6.9136, 10.7952, -1.6194], [-10.3150, 15.2857, -7.6954], [-8.9848, 10.1017, 1.4832], [-9.6874, 12.9161, -2.0306], [-10.9932, 7.5620, -1.3512], [-12.8218, 18.0292, -2.5997], [-10.0085, 10.2602, 1.9251], [-11.8384, 9.1356, 2.1919], [-11.9087, 9.3928, -2.8415], [-8.7523, 12.3840, -2.0742], [-8.3021, 12.0046, -0.6918], [-11.8904, 11.8116, -4.8973], [-8.6126, 12.3157, 2.2565], [-10.7118, 14.2488, -5.4886], [-11.9327, 11.4019, -3.7459], [-11.3940, 15.0532, -5.8097], [-12.0124, 19.2585, -0.6602], [-9.8616, 7.6564, -0.0862], [-14.4010, 16.5426, -5.1891], [-12.7137, 7.5219, 0.7490], [-13.5012, 16.2703, -5.6765], [-9.9400, 10.3835, 3.0058], [-9.3756, 12.5976, 1.5547], [-10.8126, 9.6173, -4.2521], [-12.5003, 14.3459, 2.3213], [-13.2574, 16.7980, -6.9075], [-13.9291, 17.5754, -7.2802], [-11.7532, 18.0517, -0.0308], [-11.5809, 12.1617, 2.3388], [-9.0945, 8.4858, -2.3904], [-6.1679, 12.1829, -0.8240], [-14.5571, 9.2106, 1.5025], [-12.9778, 8.0596, -0.9708], [-12.0475, 16.5444, -7.6005], [-8.0816, 13.0411, -2.6360], [-7.6211, 9.7889, 0.8736], [-10.9689, 9.1183, 1.5175], [-10.4914, 8.2931, -0.7521], [-12.2531, 13.3482, 1.6720], [-12.4259, 13.2944, 0.3666], [-9.8508, 13.5322, 1.8498], [-11.7915, 17.0121, -8.5408], [-9.4108, 11.5572, -3.8983], [-12.6182, 11.9253, -2.7199], [-12.7927, 14.8924, -2.9465], [-11.4381, 9.0797, 0.0790], [-11.6437, 18.0792, 1.0929], [-11.1165, 15.6768, -7.0569], [-8.1557, 10.6004, -3.1809], [-11.1535, 12.3860, 3.2745], [-12.3213, 16.7914, -2.0440], [-12.7248, 19.2186, -1.8816], [-13.8469, 9.3573, 0.5212], [-11.1965, 10.0921, -3.3112], [-6.9546, 11.4060, -0.6997], [-11.6490, 15.9016, -0.2551], [-11.9038, 16.8405, -0.7186], [-12.0538, 11.3592, -0.6300], [-13.0759, 20.1003, -2.3935], [-10.1286, 10.3302, -2.3111], [-9.0877, 11.1656, -2.9121]],
  "mulliken_spin": [0.0045, 0.0040, -0.0018, -0.0039, -0.0005, 0.0009, -0.0002, 0.2404, -0.0286, 0.0000, -0.0023, -0.0003, 0.0014, 0.0079, -0.0629, 0.0002, -0.0072, -0.0001, 0.1157, -0.0014, 0.0474, 0.0063, -0.0017, -0.0021, -0.1085, 0.0114, -0.0017, -0.0001, 0.0262, 0.0254, 0.0128, 0.0704, 0.0005, 0.0274, -0.0009, 0.1047, 0.0003, 0.0059, -0.0006, 0.0003, 0.0081, 0.0026, -0.0094, 0.0078, -0.0005, -0.0004, -0.0003, -0.0002, 0.0457, -0.0104, 0.0001, 0.0011, 0.0022, 0.0152, -0.0499, 0.0013, 0.0043, 0.0051, -0.0419, 1.4797, -0.0276, -0.0009, 0.0275, 0.0032, 0.0009, -0.0436, -0.0263, 0.0001, 0.0057, -0.0009, -0.0093, -0.0011, 4.1548, -0.0011, -0.0323, 0.0017]
}